1.
This record from OMol25 describes C23H27CaClNO as an isolated structure. The level of theory is ωB97M-V/def2-TZVPD.

```
54
Properties=species:S:1:pos:R:3:nbo_charge:R:1
C 2.31415 0.11369 2.59302 -0.371
C 2.27578 -0.63459 1.39249 -0.354
C 1.96257 0.24906 0.33261 -0.426
H 2.51601 -1.69236 1.28181 0.211
C 1.76138 1.54681 0.88866 -0.449
C 1.98934 1.45933 2.28621 -0.372
H 1.57860 2.46125 0.32697 0.190
C -1.54618 -1.93373 3.31731 -0.340
C -0.33079 -2.49852 2.84972 -0.331
C -0.39443 -2.57736 1.43236 -0.382
H 0.47421 -2.89118 3.47361 0.210
C -1.61496 -1.97551 1.01980 -0.211
C -2.34879 -1.62069 2.19369 -0.450
H 1.99909 0.00899 -0.72713 0.209
H 1.94966 2.29632 2.98433 0.214
H 2.60773 -0.26778 3.56757 0.230
H -3.38134 -1.26250 2.20700 0.210
H 0.29774 -3.09519 0.76499 0.210
H -1.85222 -1.81542 4.35571 0.220
Ca -0.33535 0.14639 1.91715 1.716
C -2.01148 -1.52302 -0.37506 -0.031
C -3.53846 -1.68629 -0.48659 -0.600
C -1.28378 -2.28058 -1.49321 -0.613
H -3.82565 -2.70240 -0.18611 0.211
H -3.87805 -1.53921 -1.51186 0.202
H -4.06881 -0.97266 0.15733 0.221
H -1.41392 -3.36286 -1.37355 0.219
H -0.21025 -2.05378 -1.51613 0.215
H -1.71731 -1.98835 -2.45729 0.195
C -1.52861 -0.02377 -0.44708 -0.538
C -2.18478 0.85545 -1.49379 0.701
H -0.42225 0.01881 -0.57402 0.252
H -1.86425 0.52860 0.48015 0.178
O -3.41187 0.91787 -1.47706 -0.615
N -1.40517 1.60730 -2.35937 -0.650
C -0.24025 2.44281 -1.98457 -0.237
H -1.99554 2.07874 -3.03591 0.391
C 1.05998 1.91579 -2.53601 -0.049
C 2.26268 2.59732 -2.29333 -0.147
H 2.23350 3.56844 -1.79113 0.202
C 3.47979 2.03205 -2.67871 -0.218
H 4.41609 2.54198 -2.44347 0.213
C 3.49900 0.80974 -3.36640 -0.221
H 4.45285 0.35688 -3.65224 0.211
C 2.29352 0.17330 -3.68561 -0.209
H 2.28183 -0.76392 -4.24226 0.211
C 1.07450 0.74181 -3.29106 -0.229
H 0.11870 0.28973 -3.56471 0.231
H -0.18277 2.58057 -0.89181 0.225
H -0.41725 3.45076 -2.39933 0.207
Cl 0.46161 -0.12481 5.36096 -0.126
C -0.42195 0.86858 4.29795 -1.071
H -1.49190 0.73496 4.48664 0.168
H -0.04194 1.89312 4.36676 0.169
```

Calculated values
maximum force: 2.8 eV Å⁻¹
HOMO-LUMO gap: 5.6 eV
multiplicity: 1
charge: -1
LUMO level: 2.54 eV

2.
This record from OMol25 describes a 2-piece molecular cluster, C3HBr3F4 overall. The level of theory is ωB97M-V/def2-TZVPD.

```
11
Properties=species:S:1:pos:R:3:nbo_charge:R:1
C 1.35090 -1.02505 -0.22485 -0.335
C 1.29285 -0.69191 -1.61410 0.654
C -1.81722 1.11132 1.80646 0.563
F 2.08553 -1.36622 -2.38300 -0.308
F 1.60990 0.54097 -1.81146 -0.309
F -2.66438 0.44876 2.58152 -0.324
F -2.35543 1.23619 0.60016 -0.319
Br 0.64997 0.01984 1.08743 0.226
Br -0.46555 -0.94377 -2.73383 -0.141
Br -1.26519 2.68187 2.61860 0.069
H 1.57862 -2.01199 0.07307 0.224
```

Calculated values
maximum force: 3.2 eV Å⁻¹
ΔE to the lowest compared entry with this formula, charge and spin: 77.0 kcal per mole
HOMO-LUMO gap (spin up / spin down): 7.4 / 8.3 eV
multiplicity: 1
charge: 0
LUMO level (spin up / spin down): -1.95 / -1.10 eV

3.
This record from OMol25 describes a 2-piece molecular cluster, C25H34N3O6S overall. The level of theory is ωB97M-V/def2-TZVPD.

```
69
Properties=species:S:1:pos:R:3:nbo_charge:R:1
C 3.61476 1.11391 3.71092 -0.615
C 3.17669 -0.28766 4.02167 -0.068
O 1.80883 -0.38366 3.62074 -0.514
C 1.35010 -1.64592 3.71537 0.750
C -0.06526 -1.79236 3.46017 -0.463
C -0.69326 -3.14897 3.64645 -0.215
C -0.82651 -3.53606 5.12379 -0.606
C 0.11067 -4.22671 2.91546 -0.615
C -0.85692 -0.58775 3.28498 0.744
O -0.48987 0.54756 3.01720 -0.702
O -2.17130 -0.88342 3.48462 -0.554
C -3.04552 0.27053 3.52260 -0.068
C -2.87066 1.11212 4.75820 -0.640
O 2.11149 -2.56747 4.02452 -0.752
H 4.65020 1.24967 4.02564 0.186
H 3.55999 1.31931 2.63874 0.205
H 3.00226 1.86085 4.22135 0.208
H 3.78467 -1.01254 3.46609 0.182
H 3.25374 -0.49324 5.09914 0.167
H -1.69566 -3.07190 3.20361 0.202
H -1.41298 -2.78126 5.65830 0.199
H -1.33077 -4.50625 5.19876 0.174
H 0.17250 -3.61219 5.57052 0.211
H 0.19782 -3.95803 1.85755 0.192
H 1.11043 -4.27344 3.36144 0.246
H -0.39495 -5.19472 3.00429 0.170
H -2.84689 0.88315 2.63660 0.183
H -4.04182 -0.17101 3.46264 0.167
H -3.54330 1.96747 4.70022 0.191
H -3.10941 0.55115 5.66603 0.196
H -1.84609 1.48855 4.81445 0.242
C 2.52685 -3.27006 -5.86847 -0.396
N 1.20973 -2.75431 -5.53640 -0.494
C 0.29591 -2.75456 -6.66583 -0.394
C 1.03853 -1.84288 -4.47891 0.188
C 1.51237 -0.51640 -4.59074 -0.240
C 1.27464 0.39689 -3.58086 -0.139
C 0.58769 0.02323 -2.39970 -0.125
C 0.28767 0.96444 -1.34193 0.049
C -0.26700 2.20001 -1.51614 -0.309
C -0.35589 3.08937 -0.36623 0.659
O 0.21729 2.87883 0.70282 -0.524
N -1.17142 4.23699 -0.50852 -0.455
C -1.31161 5.02793 0.70271 -0.421
C -1.63482 4.75654 -1.70653 0.317
S -2.42639 6.22241 -1.88613 -0.204
N -1.40102 3.94838 -2.80704 -0.460
C -1.98099 4.42704 -4.06698 -0.419
C -0.89816 2.62928 -2.76839 0.675
O -1.00216 1.91260 -3.76683 -0.584
C 0.20505 -1.33176 -2.25739 -0.108
C 0.38289 -2.23821 -3.28579 -0.245
H 3.18130 -3.22646 -4.99178 0.213
H 2.41777 -4.31360 -6.18776 0.190
H 2.98865 -2.70539 -6.69320 0.162
H -0.65730 -2.30029 -6.37612 0.214
H 0.71374 -2.20170 -7.52232 0.163
H 0.12689 -3.79218 -6.97821 0.187
H 2.03094 -0.21696 -5.50571 0.212
H 1.62914 1.42204 -3.68950 0.213
H 0.50246 0.65752 -0.31821 0.269
H -1.92595 5.88971 0.43725 0.235
H -1.80319 4.42585 1.47284 0.225
H -0.32566 5.34846 1.05206 0.217
H -1.73192 3.72693 -4.85882 0.238
H -3.06709 4.52283 -3.94340 0.215
H -1.57960 5.42629 -4.26412 0.221
H -0.28689 -1.62812 -1.32804 0.224
H 0.03456 -3.27043 -3.20378 0.226
```

Calculated values
maximum force: 2.4 eV Å⁻¹
ΔE to the lowest compared entry with this formula, charge and spin: 0.0 kcal per mole
HOMO-LUMO gap: 3.9 eV
multiplicity: 1
charge: -1
LUMO level: 0.82 eV

4.
This record from OMol25 describes one molecule with the formula C11H14N2O2. The level of theory is ωB97M-V/def2-TZVPD.

```
29
Properties=species:S:1:pos:R:3:nbo_charge:R:1
C -0.23632 -2.49356 0.44417 -0.240
C -1.43302 -2.12972 1.07836 -0.204
C 0.22167 -1.69980 -0.59085 -0.208
C -2.12992 -1.02716 0.71482 -0.243
C -0.36883 -0.48350 -0.86417 0.017
C -1.59556 -0.10533 -0.23150 -0.127
C 1.47755 1.40060 0.96675 0.646
C 0.36970 0.42895 -1.86162 -0.435
C 1.87506 0.35708 -1.40501 -0.473
C -2.20770 1.09258 -0.65522 -0.004
C 1.93677 0.35983 0.11614 0.147
N -3.15213 1.60004 0.12949 -0.770
N 2.56905 -0.67447 0.72900 -0.760
O 1.98352 1.26048 2.25040 -0.742
O 0.79634 2.40664 0.73382 -0.628
H 0.32271 -3.44694 0.69857 0.211
H -1.72089 -2.84889 1.90986 0.211
H 1.05439 -1.94460 -1.19906 0.195
H -3.06085 -0.77465 1.23837 0.207
H 0.09684 0.01056 -2.84060 0.219
H -0.21218 1.39625 -1.77705 0.231
H 2.30131 -0.54102 -1.89931 0.232
H 2.22326 1.39866 -1.78472 0.246
H -2.14380 1.57692 -1.62041 0.196
H -3.65090 2.47623 -0.14018 0.387
H -3.11724 1.50658 1.13841 0.386
H 1.80036 2.18232 2.69227 0.511
H 3.43409 -0.77265 0.27914 0.375
H 2.56672 -0.51144 1.75011 0.415
```

Calculated values
maximum force: 4.2 eV Å⁻¹
ΔE to the lowest compared entry with this formula, charge and spin: 48.2 kcal per mole
HOMO-LUMO gap (spin up / spin down): 5.6 / 7.9 eV
multiplicity: 1
charge: 0
LUMO level (spin up / spin down): -0.08 / 0.69 eV

| no. | E (Eh) |
| --- | --- |
| 1 | -2160.44987 |
| 2 | -8236.27132 |
| 3 | -1986.98246 |
| 4 | -687.44746 |